[1]
A 2-piece molecular cluster, C6H17NO overall in a non-equilibrium geometry. Source: the Open Molecules 2025 dataset; level of theory: the ωB97M-V functional and the def2-TZVPD basis.

Output
Orbital gap in eV: 9.46
Multiplicity: 1
HOMO in eV: -8.7

Structure (XYZ):
```
25
Properties=species:S:1:pos:R:3:forces:R:3
O -2.894 -3.926 4.995 -1.737 0.662 -0.040
N 3.135 0.590 -1.209 -0.821 1.972 1.268
C 0.668 1.353 -1.312 -1.317 -1.655 2.763
C 1.824 0.631 -0.429 1.189 0.250 -1.743
C 2.035 1.536 0.759 1.812 4.242 -3.380
C -1.699 0.199 -0.988 -0.668 1.121 0.012
C -2.043 -1.022 -0.082 0.772 -0.313 -1.862
C -0.266 0.135 -1.648 -2.974 4.848 -2.661
H 0.147 2.196 -0.660 0.660 -2.096 -1.241
H 0.110 -0.778 -1.420 1.572 -2.480 0.313
H -1.829 -0.800 0.952 -0.725 -0.130 0.515
H 3.286 -0.271 -1.612 0.347 -2.023 -1.252
H -1.204 -1.723 -0.376 -1.480 -0.122 0.427
H 0.881 1.882 -2.242 1.048 -0.305 0.221
H -1.749 1.210 -0.491 -0.112 -1.154 0.019
H -3.097 -1.405 -0.401 2.077 0.378 1.312
H -0.278 0.349 -2.764 -0.794 -1.488 0.977
H 3.135 1.817 0.813 -1.241 -0.598 0.186
H 1.752 1.126 1.648 -1.283 -0.518 2.533
H -3.671 -3.300 4.900 1.624 -1.017 0.129
H 1.518 2.574 0.348 1.294 -2.392 2.396
H -2.100 -3.423 4.827 0.113 0.355 -0.091
H 3.335 1.358 -1.879 -0.724 -0.856 0.831
H 1.603 -0.523 -0.094 0.304 3.022 -1.029
H -2.598 0.215 -1.636 1.066 0.297 -0.603
```
Positions in Å, forces in eV/Å.

Löwdin population analysis, charges in e, atoms 1 to 4:
1 O -0.083
2 N 0.007
3 C -0.170
4 C -0.397

[2]
C17H33AuN3OV as an isolated structure in a non-equilibrium geometry. Source: the Open Molecules 2025 dataset; level of theory: the ωB97M-V functional and the def2-TZVPD basis.

Output
Net charge: +2
Orbital gap (spin up / spin down) in eV: 5.39 / 5.07
Multiplicity: 1
HOMO (spin up / spin down) in eV: -15.4 / -15.2

Structure (XYZ):
```
56
Properties=species:S:1:pos:R:3:forces:R:3
Au -0.374 -0.888 -4.341 0.523 -0.753 -0.914
V 0.484 -0.278 -0.866 5.034 -1.481 2.664
O -2.485 0.577 -3.139 1.175 1.640 5.040
N -0.454 -0.325 -2.369 -5.138 2.465 0.150
N 1.797 1.067 -0.823 -2.150 -2.131 0.430
N 1.059 -1.994 -0.308 0.260 2.694 -1.232
C -2.383 1.012 2.310 0.481 -0.472 -0.219
C -1.193 -2.856 -0.493 -0.244 0.095 -0.101
C 0.737 -4.374 -0.253 -0.122 -0.475 -0.599
C -1.983 0.729 3.748 -0.339 0.208 0.595
C -2.490 2.504 2.073 -0.549 0.989 0.166
C 1.531 1.735 -3.109 0.328 0.348 -0.694
C 2.545 -2.186 -0.347 -0.145 0.614 0.447
C 1.577 2.245 -1.661 -1.099 -0.041 -1.064
C 0.237 2.932 -1.303 0.200 0.405 0.254
C -1.442 0.460 1.348 -0.182 0.767 0.008
C 0.151 -3.058 0.164 -0.163 0.265 0.806
C 2.701 3.247 -1.564 0.225 -0.177 0.116
C -3.685 0.326 1.947 -1.183 -0.122 0.178
C 2.774 1.023 0.247 0.929 -0.032 0.616
C -1.642 0.470 -2.305 1.446 -4.355 -6.595
C -0.055 -3.033 1.688 0.286 0.295 0.143
C -0.791 0.124 0.369 -0.489 0.513 1.191
H -3.957 0.548 0.909 -0.066 -0.031 0.158
H 0.882 -4.354 -1.337 0.181 -0.246 0.071
H -0.478 -2.083 2.047 0.077 -0.277 -0.227
H -0.742 -3.844 1.950 0.111 0.147 -0.014
H 2.940 2.025 0.677 -0.240 -0.468 -0.080
H 0.885 -3.200 2.215 0.010 -0.063 0.027
H 0.115 3.813 -1.953 -0.015 -0.250 0.338
H 0.692 1.066 -3.344 0.600 0.680 0.207
H 2.832 -3.187 -0.718 -0.296 0.646 0.014
H 2.437 0.356 1.067 0.173 0.318 -0.439
H -4.490 0.704 2.606 0.336 -0.202 -0.323
H -2.793 1.123 4.383 0.309 -0.171 -0.111
H 2.796 3.621 -0.548 0.142 0.244 -0.075
H 2.970 -1.396 -1.019 -0.156 -0.807 0.612
H -0.663 2.301 -1.432 0.379 0.095 -0.017
H -3.622 -0.757 2.064 -0.022 0.060 0.047
H 0.030 -5.169 -0.035 0.015 -0.108 0.094
H -3.294 2.895 2.735 0.506 -0.192 -0.426
H -1.569 3.041 2.314 -0.053 -0.128 -0.004
H 2.507 4.069 -2.246 -0.021 0.138 0.051
H -2.770 2.731 1.037 0.031 -0.036 0.180
H 0.246 3.243 -0.245 -0.086 0.011 -0.394
H -1.065 1.235 4.031 0.108 0.059 -0.047
H -1.045 -2.666 -1.543 -0.134 -0.213 -0.571
H -1.758 -2.020 -0.083 0.021 -0.145 0.130
H 2.965 -2.061 0.680 -0.206 -0.132 -0.688
H 3.779 0.662 -0.099 -0.854 0.242 0.114
H 1.670 -4.584 0.257 0.095 -0.164 0.033
H -1.764 -3.762 -0.363 -0.350 -0.212 -0.050
H 2.463 1.181 -3.283 -0.184 0.216 -0.278
H 1.446 2.577 -3.809 0.259 -0.165 0.154
H -1.880 -0.329 3.955 -0.006 -0.250 -0.003
H 3.619 2.760 -1.884 0.255 0.142 0.131
```
Positions in Å, forces in eV/Å.

Löwdin population analysis, charges in e, atoms 1 to 4:
1 Au 0.910
2 V 0.899
3 O 0.205
4 N -0.280

[3]
One molecule with the formula C6H10. Source: the Open Molecules 2025 dataset; level of theory: the ωB97M-V functional and the def2-TZVPD basis.

Output
Orbital gap in eV: 10.56
Multiplicity: 1
HOMO in eV: -9.4

Structure (XYZ):
```
16
Properties=species:S:1:pos:R:3:forces:R:3
C 1.734 -0.306 -0.082 0.026 -0.012 -0.011
C -0.746 -0.266 -0.812 -0.027 -0.208 -0.342
C -0.464 -0.326 1.286 -0.020 0.091 0.104
C -1.251 0.602 0.343 -0.203 0.284 -0.046
C 0.331 -0.894 0.093 0.029 -0.085 -0.064
C -0.588 1.209 -0.887 0.048 0.170 0.222
H -1.264 -1.034 1.535 0.496 -0.130 0.396
H 0.379 -1.986 0.038 -0.111 0.177 0.071
H -1.263 1.643 -1.629 -0.035 0.086 0.598
H 2.002 -0.258 -1.144 0.031 -0.063 0.149
H 1.795 0.712 0.319 -0.017 -0.204 -0.069
H -2.238 0.928 0.656 -0.073 -0.223 -0.485
H 0.065 -0.017 2.201 -0.119 0.223 -0.319
H 2.494 -0.898 0.440 -0.159 0.018 -0.049
H -1.350 -0.833 -1.511 0.128 0.132 -0.091
H 0.366 1.724 -0.847 0.006 -0.255 -0.064
```
Positions in Å, forces in eV/Å.

Löwdin population analysis, charges in e, atoms 1 to 4:
1 C -0.078
2 C -0.208
3 C -0.129
4 C -0.195

[4]
One molecule with the formula C5H6N2O2 in a non-equilibrium geometry. Source: the Open Molecules 2025 dataset; level of theory: the ωB97M-V functional and the def2-TZVPD basis.

Output
Orbital gap in eV: 9.66
Multiplicity: 1
HOMO in eV: -9.2

Structure (XYZ):
```
15
Properties=species:S:1:pos:R:3:forces:R:3
O 2.849 -1.280 0.591 -1.580 1.696 -0.546
O -0.417 2.077 -0.102 2.954 1.025 -0.106
N -1.411 1.206 -0.128 -3.442 -0.352 -0.455
N 2.110 -0.403 -0.068 -0.951 0.657 1.291
C -1.860 -1.245 0.220 -0.553 2.343 -0.264
C 0.718 1.330 -0.012 0.392 -0.661 -0.246
C 0.385 0.049 0.049 2.764 -1.249 -0.583
C 2.215 1.169 0.106 -0.330 0.130 2.828
C -0.994 -0.014 -0.124 -0.788 -2.656 1.320
H -2.862 -1.141 -0.143 -0.563 0.243 -0.721
H 2.946 1.449 -0.572 0.960 1.200 -1.625
H 2.511 1.553 1.134 0.062 -1.219 -1.110
H -2.039 -1.130 1.280 0.456 -0.632 0.502
H -1.515 -2.202 -0.098 0.761 -0.421 0.035
H 2.194 -0.548 -1.069 -0.142 -0.104 -0.320
```
Positions in Å, forces in eV/Å.

Löwdin population analysis, charges in e, atoms 1 to 4:
1 O -0.166
2 O 0.051
3 N 0.080
4 N -0.164

[5]
An isolated ion of composition C14H20NO2 and charge +1 in a non-equilibrium geometry. Source: the Open Molecules 2025 dataset; level of theory: the ωB97M-V functional and the def2-TZVPD basis.

Output
Net charge: +1
Orbital gap in eV: 6.87
Multiplicity: 1
HOMO in eV: -11.5

Structure (XYZ):
```
37
Properties=species:S:1:pos:R:3:forces:R:3
O 3.251 1.142 0.369 -0.070 -1.659 -1.256
O 3.903 1.233 -1.806 -0.519 -0.380 0.543
N -2.490 -3.254 -1.452 0.186 0.928 1.286
C -2.273 -0.882 -0.782 0.419 -1.958 0.835
C -2.205 -1.352 0.621 -0.165 -1.606 -1.420
C -1.427 2.215 0.879 -0.946 -0.722 0.605
C 2.023 1.784 -0.065 0.085 2.302 0.126
C -2.260 -2.784 0.952 -0.213 1.619 -2.758
C -0.231 1.250 1.233 1.362 1.214 -0.152
C 3.973 0.684 -0.730 1.819 0.383 -0.392
C -2.170 0.640 -1.139 -0.620 -0.508 0.328
C -2.409 -1.917 -1.797 0.129 1.168 1.698
C -2.617 1.561 0.065 -0.185 0.841 -0.268
C 5.021 -1.287 0.536 -0.353 -0.044 -0.864
C -2.427 -3.703 -0.155 0.321 1.143 1.935
C 1.115 2.124 1.177 0.362 -0.596 -0.034
C 4.872 -0.580 -0.628 -0.312 0.506 1.947
H 2.339 2.773 -0.509 -0.395 -1.095 0.202
H 5.070 -0.815 1.551 -1.125 -0.542 -1.026
H -3.200 2.416 -0.385 0.505 -0.917 0.523
H -2.465 -1.629 -2.868 0.037 -0.587 0.892
H 0.872 3.222 1.139 0.129 -1.150 0.065
H -2.585 -3.964 -2.178 -0.011 0.383 0.106
H -2.831 0.785 -2.039 0.664 0.040 0.880
H 5.046 -2.408 0.456 1.237 1.212 0.253
H 1.509 1.223 -0.885 0.462 0.146 0.829
H -1.130 0.954 -1.422 -0.826 -0.657 0.114
H 5.436 -0.871 -1.549 -1.554 -0.034 0.504
H -0.293 0.796 2.256 -0.338 0.429 -0.880
H -2.176 -3.106 2.011 -0.158 0.038 -1.089
H -3.324 1.058 0.774 0.559 0.201 -0.791
H -2.111 -0.620 1.452 -0.039 -0.631 -0.841
H -1.117 3.157 0.356 0.086 -1.070 0.328
H -0.068 0.412 0.508 -0.409 0.651 0.507
H -2.502 -4.789 0.096 0.053 1.049 -0.883
H -1.868 2.551 1.864 0.444 -0.132 -1.052
H 1.750 1.981 2.092 -0.624 0.031 -0.797
```
Positions in Å, forces in eV/Å.

Löwdin population analysis, charges in e, atoms 1 to 4:
1 O -0.036
2 O 0.088
3 N 0.079
4 C -0.114

[6]
A 3-piece molecular cluster, C4H11NO2 overall in a non-equilibrium geometry. Source: the Open Molecules 2025 dataset; level of theory: the ωB97M-V functional and the def2-TZVPD basis.

Output
Orbital gap in eV: 9.42
Multiplicity: 1
HOMO in eV: -8.8

Structure (XYZ):
```
18
Properties=species:S:1:pos:R:3:forces:R:3
O 0.904 4.598 0.502 -0.020 0.807 -0.703
O 0.258 -3.662 -1.644 -0.991 0.072 -0.728
N -0.168 0.831 -1.238 -0.353 -0.437 -0.802
C 0.260 -0.663 2.172 -0.563 1.010 0.956
C -1.090 0.494 -2.046 -0.228 0.468 0.816
C 0.056 0.308 1.055 1.034 -0.698 -1.444
C 0.093 -0.117 -0.219 -0.180 0.564 1.291
H -1.675 -0.409 -1.883 0.096 -0.352 -0.252
H -0.614 -4.053 -1.863 0.809 0.325 0.229
H 0.905 3.811 1.015 0.037 -0.990 0.961
H -0.665 -0.885 2.706 -0.414 -0.376 -0.461
H 0.552 -4.124 -0.868 0.179 -0.375 0.525
H 0.092 1.384 1.126 -0.481 0.153 0.686
H 0.791 -0.222 3.027 0.710 -0.198 -0.552
H 0.266 -1.166 -0.448 -0.204 0.034 -0.371
H -1.490 1.191 -2.774 0.419 0.068 -0.232
H 0.701 -1.565 1.768 0.170 -0.217 0.360
H 0.825 4.247 -0.388 -0.021 0.142 -0.281
```
Positions in Å, forces in eV/Å.

Löwdin population analysis, charges in e, atoms 1 to 4:
1 O -0.043
2 O -0.064
3 N -0.020
4 C -0.111

What did the first record say?
A 2-piece molecular cluster, C6H17NO overall in a non-equilibrium geometry. Source: the Open Molecules 2025 dataset; level of theory: the ωB97M-V functional and the def2-TZVPD basis.

Output
Orbital gap in eV: 9.46
Multiplicity: 1
HOMO in eV: -8.7

Structure (XYZ):
```
25
Properties=species:S:1:pos:R:3:forces:R:3
O -2.894 -3.926 4.995 -1.737 0.662 -0.040
N 3.135 0.590 -1.209 -0.821 1.972 1.268
C 0.668 1.353 -1.312 -1.317 -1.655 2.763
C 1.824 0.631 -0.429 1.189 0.250 -1.743
C 2.035 1.536 0.759 1.812 4.242 -3.380
C -1.699 0.199 -0.988 -0.668 1.121 0.012
C -2.043 -1.022 -0.082 0.772 -0.313 -1.862
C -0.266 0.135 -1.648 -2.974 4.848 -2.661
H 0.147 2.196 -0.660 0.660 -2.096 -1.241
H 0.110 -0.778 -1.420 1.572 -2.480 0.313
H -1.829 -0.800 0.952 -0.725 -0.130 0.515
H 3.286 -0.271 -1.612 0.347 -2.023 -1.252
H -1.204 -1.723 -0.376 -1.480 -0.122 0.427
H 0.881 1.882 -2.242 1.048 -0.305 0.221
H -1.749 1.210 -0.491 -0.112 -1.154 0.019
H -3.097 -1.405 -0.401 2.077 0.378 1.312
H -0.278 0.349 -2.764 -0.794 -1.488 0.977
H 3.135 1.817 0.813 -1.241 -0.598 0.186
H 1.752 1.126 1.648 -1.283 -0.518 2.533
H -3.671 -3.300 4.900 1.624 -1.017 0.129
H 1.518 2.574 0.348 1.294 -2.392 2.396
H -2.100 -3.423 4.827 0.113 0.355 -0.091
H 3.335 1.358 -1.879 -0.724 -0.856 0.831
H 1.603 -0.523 -0.094 0.304 3.022 -1.029
H -2.598 0.215 -1.636 1.066 0.297 -0.603
```
Positions in Å, forces in eV/Å.

Löwdin population analysis, charges in e, atoms 1 to 4:
1 O -0.083
2 N 0.007
3 C -0.170
4 C -0.397

multiplicity of number 2 (C17H33AuN3OV)?
1